{"formula": "C4H5NO2", "method": "ωB97M-V/def2-TZVPD", "elements": ["O", "C", "C", "C", "N", "C", "O", "H", "H", "H", "H", "H"], "xyz": [[-0.69501, -2.35246, 1.95247], [-0.45953, -1.75649, 0.92963], [0.07949, -0.36893, 0.88746], [1.20293, -0.02800, -0.11068], [-0.17838, 0.30754, -0.36262], [-0.59553, 1.43216, -0.83421], [0.25247, 2.13861, -1.53179], [-0.58266, -2.22381, -0.07263], [-0.02197, 0.20696, 1.80697], [1.45927, -0.91955, -0.70120], [1.13890, 1.74347, -1.26216], [-1.59999, 1.82049, -0.70126]], "nbo_charge": [-0.51, 0.41, -0.18, -0.44, -0.37, 0.50, -0.62, 0.11, 0.22, 0.17, 0.51, 0.19], "energy_ev": -9809.76709, "homo_ha": -0.305, "e_above_lowest_ev": 4.548}